DFT (ωB97M-V with the def2-TZVPD basis set) results for C51H56AsFN5PPb as an isolated structure.

```
116
Properties=species:S:1:pos:R:3:forces:R:3:mulliken_charge:R:1
Pb -1.615877 0.636260 0.504570 -0.4 0.0 0.6 2.883
N -2.271729 0.997294 -2.032646 0.2 0.0 0.2 -0.483
C -3.148535 -0.025757 -2.610150 -0.1 -0.1 0.2 -1.128
C -3.044151 -1.343491 -1.846301 0.0 0.1 -0.1 -0.548
N -3.199928 -1.245000 -0.386724 0.4 0.3 0.0 0.763
C -2.727626 -2.488270 0.250416 0.1 -0.1 0.1 -0.028
C -1.215635 -2.662771 0.258550 -0.2 0.0 -0.1 -0.181
N -0.584448 -1.606880 1.060417 0.0 0.3 0.0 -0.573
C -4.581458 -0.959702 0.044450 -0.1 0.2 0.2 -0.029
C -5.018330 0.505833 -0.018765 0.1 -0.3 -0.1 -1.109
N -4.043505 1.383994 0.639105 0.0 0.3 -0.1 -0.490
H -2.605096 1.931684 -2.244182 0.1 0.0 0.0 0.280
H -1.327243 0.932177 -2.405752 -0.1 0.1 -0.2 -0.527
H -2.899378 -0.239562 -3.651680 0.0 0.0 0.0 0.683
H -4.169277 0.343676 -2.609480 0.0 0.0 0.0 0.310
H -2.056960 -1.760316 -2.047408 -0.1 0.0 0.0 0.131
H -3.790036 -2.033939 -2.258857 0.0 0.0 0.1 0.268
H -3.178765 -3.359647 -0.236873 0.0 0.0 0.0 0.407
H -3.063781 -2.471219 1.287800 -0.1 0.0 -0.1 -0.647
H -0.792267 -2.620245 -0.744875 0.0 -0.1 0.1 -0.253
H -1.007896 -3.656870 0.660205 0.1 0.0 0.0 0.574
H 0.421889 -1.595902 0.923471 0.0 0.0 0.0 0.199
H -0.767558 -1.733024 2.053186 0.0 0.0 0.0 0.283
H -4.673478 -1.280815 1.084576 0.0 0.0 0.0 -0.199
H -5.290493 -1.553071 -0.544342 0.0 -0.1 0.0 0.316
H -5.994059 0.559068 0.468867 0.0 0.0 0.0 0.586
H -5.157762 0.841284 -1.041025 0.0 0.1 0.0 0.381
H -4.170956 1.351202 1.647920 0.1 0.0 0.0 0.105
H -4.187382 2.345043 0.344773 -0.1 0.0 0.1 0.226
F 1.635147 5.817873 2.375370 0.1 0.1 0.0 -0.338
C 0.937413 4.753523 1.991069 -0.1 -0.1 0.0 0.301
C 1.525169 3.502478 2.081584 0.0 0.0 0.0 -0.848
C 0.792990 2.392224 1.686077 0.0 -0.1 0.0 0.117
C -0.488025 2.585690 1.217775 -0.1 -0.7 -0.5 -0.459
C -1.082465 3.822753 1.121532 -0.2 -0.1 -0.1 -0.267
C -0.349485 4.936467 1.515264 0.0 0.0 0.1 -0.917
H 2.533046 3.402552 2.461234 0.0 0.0 0.0 0.491
H 1.234508 1.405005 1.750567 0.0 0.0 0.0 0.591
H -2.089945 3.956839 0.747211 0.0 0.0 0.0 0.435
H -0.769776 5.931271 1.456846 0.0 0.0 0.0 0.500
N -2.033898 0.663567 2.659865 0.9 0.4 0.1 -0.243
C -2.710084 0.463594 3.700580 -0.8 -0.6 -0.1 -0.721
C -3.847852 -0.528817 3.718658 0.2 0.1 0.0 1.009
C -3.617936 -1.891291 3.571485 -0.1 0.0 0.1 -0.405
C -4.687669 -2.777644 3.550446 0.1 0.0 0.0 -0.450
C -5.985917 -2.300356 3.655696 -0.1 -0.1 0.0 -0.566
C -6.217589 -0.939603 3.806632 0.0 0.1 0.0 -0.857
C -5.150061 -0.053183 3.852095 0.0 -0.1 -0.1 0.010
C -2.500867 1.243582 4.953873 0.2 0.0 -0.1 0.238
C -1.982145 2.536050 4.890258 0.0 0.0 0.0 -0.267
C -1.777137 3.255911 6.054583 0.0 0.0 -0.1 -0.695
C -2.063756 2.682504 7.286381 0.0 0.0 0.0 -0.485
C -2.572047 1.393261 7.353679 0.0 0.0 0.0 -0.832
C -2.802461 0.675540 6.190767 0.0 0.1 -0.1 -0.271
H -2.599543 -2.261755 3.522818 0.0 0.0 0.0 0.560
H -4.504536 -3.841237 3.463931 0.0 0.0 0.0 0.444
H -6.818062 -2.991713 3.640825 0.0 0.0 0.0 0.438
H -7.228456 -0.568202 3.912901 0.0 0.0 0.0 0.486
H -5.327125 1.005532 4.006250 0.0 0.0 0.0 0.576
H -1.751468 2.969313 3.924618 0.0 0.0 0.0 0.192
H -1.390313 4.265481 6.005019 0.0 0.0 0.0 0.442
H -1.891894 3.241085 8.196868 0.0 0.0 0.0 0.416
H -2.795601 0.945006 8.312402 0.0 0.0 0.0 0.420
H -3.204122 -0.327858 6.247373 0.0 0.0 0.0 0.452
C 2.851956 -0.266237 -1.328012 -0.4 0.1 0.3 -0.828
C 3.595660 0.945418 -0.797022 0.1 -0.1 -0.2 -1.450
As 5.568199 0.610678 -0.703512 -0.1 0.2 0.2 0.251
C 5.381650 -1.150391 0.145684 0.0 0.0 -0.1 -0.097
C 5.241822 -1.144355 1.532039 0.0 0.1 -0.1 -0.407
C 5.040452 -2.326523 2.229854 0.0 0.0 0.0 -0.760
C 4.989956 -3.533351 1.545373 0.0 0.0 0.0 -0.479
C 5.125942 -3.548995 0.164365 0.0 0.0 0.0 -0.707
C 5.316906 -2.363467 -0.534023 0.0 0.0 0.0 0.258
C 5.884846 0.123252 -2.562841 0.0 -0.1 0.0 0.305
C 5.120881 0.634377 -3.608549 0.0 0.0 0.1 -0.194
C 5.422964 0.306603 -4.922704 0.0 0.0 -0.1 -0.620
C 6.496323 -0.525293 -5.205411 0.0 0.0 0.0 -0.619
C 7.281469 -1.014806 -4.171010 0.0 0.0 0.0 -0.554
C 6.984028 -0.681849 -2.858355 -0.1 0.1 0.1 -0.436
P 1.009464 -0.039252 -1.540272 0.6 0.1 -0.6 1.350
C 1.017644 1.393934 -2.686326 -0.2 0.0 0.2 0.256
C 0.662688 2.631687 -2.144628 0.0 -0.1 -0.1 -0.425
C 0.739700 3.787514 -2.908285 0.0 0.1 0.0 -0.552
C 1.161685 3.714502 -4.227385 0.0 0.0 0.0 -0.822
C 1.518990 2.487985 -4.772547 0.1 0.0 -0.1 -0.749
C 1.458051 1.332515 -4.008283 0.0 0.0 0.0 -0.703
C 0.675772 -1.483679 -2.630245 -0.1 0.1 0.1 0.580
C -0.174314 -1.406765 -3.734425 0.1 0.0 0.0 -0.684
C -0.431670 -2.525947 -4.513774 -0.1 0.0 0.0 -0.970
C 0.150370 -3.744302 -4.197195 0.0 0.0 0.0 -0.855
C 0.978905 -3.840336 -3.088018 0.0 0.0 0.0 -0.617
C 1.234002 -2.722884 -2.307590 0.0 0.0 0.0 -0.767
H 2.997787 -1.102302 -0.641994 0.0 0.0 -0.1 0.494
H 3.235141 -0.567351 -2.305041 0.0 0.0 0.0 0.562
H 3.277684 1.200867 0.216201 0.1 0.0 0.0 0.255
H 3.446849 1.829110 -1.419891 0.0 0.0 0.0 0.563
H 5.311014 -0.203987 2.070126 0.0 0.0 0.0 0.432
H 4.940675 -2.309226 3.307742 0.0 0.0 0.0 0.456
H 4.867788 -4.461283 2.089139 0.0 0.0 0.0 0.443
H 5.086648 -4.488565 -0.372894 0.0 0.0 0.0 0.447
H 5.411660 -2.389565 -1.612296 0.0 0.0 0.0 0.416
H 4.292822 1.306389 -3.406916 0.0 0.0 0.0 0.423
H 4.823720 0.706907 -5.731354 0.0 0.0 0.0 0.454
H 6.736219 -0.772511 -6.231122 0.0 0.0 0.0 0.402
H 8.129727 -1.651376 -4.386086 0.0 0.0 0.0 0.412
H 7.617499 -1.037523 -2.053416 0.0 -0.1 0.0 0.473
H 0.350285 2.687550 -1.108164 0.0 0.1 0.0 0.576
H 0.485351 4.744277 -2.469647 0.0 0.0 0.0 0.532
H 1.223877 4.612046 -4.828130 0.0 0.0 0.0 0.429
H 1.857748 2.435956 -5.799351 0.0 0.0 0.0 0.478
H 1.762756 0.387435 -4.440118 0.0 0.0 0.0 0.616
H -0.617412 -0.456994 -4.011750 0.1 0.0 -0.1 0.809
H -1.081435 -2.445429 -5.376174 0.0 0.0 0.0 0.495
H -0.031778 -4.613341 -4.815101 0.0 0.0 0.0 0.445
H 1.433725 -4.787468 -2.828571 0.0 0.0 0.0 0.505
H 1.880986 -2.830125 -1.443868 0.1 0.0 0.0 0.481
```
Forces are in eV/Å.

Net charge   +2
ΔE to the lowest compared entry with this formula, charge and spin   65.6 kcal/mol
M   1071.14 g/mol